# 1
{"formula": "C9H8F5N2O", "method": "wB97M-V/def2-TZVPD", "homo_lumo_gap_ev": 9.372, "smiles": "C[C@@H]([NH3+])C(=O)Nc1c(F)c(F)c(F)c(F)c1F", "charge": 1, "lumo_ev": -3.745, "elements": ["O", "F", "F", "F", "F", "F", "C", "C", "C", "C", "C", "C", "C", "N", "C", "C", "N", "H", "H", "H", "H", "H", "H", "H", "H"], "positions_angstrom": [[-2.0649, 0.8659, 2.0616], [4.1029, -2.0300, -1.0932], [2.0229, -3.6157, -1.0355], [4.0044, 0.5406, 0.1187], [-0.2560, -3.0314, 0.2806], [1.4877, 1.3354, 1.3638], [-1.2803, 0.4864, 1.2251], [3.0067, -1.5443, -0.5094], [1.9966, -2.4820, -0.4205], [2.9354, -0.3391, 0.1849], [0.7956, -2.1170, 0.2441], [1.7260, 0.0453, 0.8335], [0.6698, -0.9130, 0.8897], [-0.4541, -0.5726, 1.5896], [-2.2415, 0.3632, -1.2319], [-1.2875, 1.0583, -0.3095], [-1.6560, 2.5591, -0.3459], [-0.4942, -0.7380, 2.5880], [-2.7697, 1.0820, -1.9005], [-3.0506, -0.3340, -0.8234], [-1.5518, -0.1798, -1.9282], [-0.3184, 0.9523, -0.8078], [-1.5751, 2.9332, -1.3453], [-1.1034, 3.0209, 0.3216], [-2.6443, 2.6542, 0.0499]], "forces_ev_per_a": [[-0.3, 1.1, -1.1], [0.1, 1.1, 0.0], [0.5, -1.1, -0.5], [-1.8, -1.5, 0.1], [1.9, 1.6, -0.1], [0.8, -2.6, -1.0], [-0.2, -0.6, 0.3], [0.6, -1.5, 0.6], [-2.6, 1.7, 0.9], [0.3, 2.7, 0.2], [-0.3, -2.0, -0.4], [0.6, -0.2, -0.5], [2.1, 1.2, -0.5], [-1.9, 1.5, -0.6], [-1.0, -1.6, -1.6], [0.3, -0.2, 1.1], [-2.0, -1.6, -0.4], [-0.1, -0.2, 0.0], [0.3, -0.4, 0.5], [1.4, 1.0, -0.2], [-1.2, -0.2, 0.5], [0.1, 0.5, 0.7], [-0.2, -0.4, 1.9], [1.4, 1.4, 0.8], [1.3, -0.1, -0.9]]}

---

# 2
{"formula": "C9H8FeN2O4", "method": "wB97M-V/def2-TZVPD", "homo_lumo_gap_ev": [6.199, 5.219], "charge": 3, "lumo_ev": [-13.305, -17.454], "spin_multiplicity": 6, "elements": ["Fe", "C", "O", "C", "O", "C", "O", "C", "O", "C", "H", "H", "C", "H", "H", "N", "C", "C", "C", "N", "H", "H", "H", "H"], "positions_angstrom": [[0.1376, 0.6577, -0.1890], [0.0148, 1.5911, 1.4088], [-0.0105, 2.1004, 2.4653], [-0.1858, 2.2296, -1.2045], [-0.3811, 3.4101, -1.1983], [-1.4893, 1.3588, 0.2387], [-2.5553, 1.7700, 0.5278], [1.6985, 1.4921, 0.0392], [2.7180, 2.0034, 0.2832], [0.0743, -0.0862, -1.9273], [0.9859, -0.6302, -2.2012], [-0.8354, -0.6798, -2.0950], [-0.0122, 1.3204, -2.4149], [-0.8712, 1.4701, -3.0994], [0.8839, 1.6556, -2.9719], [-1.0153, -1.4766, 1.3518], [-0.7663, -2.7335, 1.7383], [0.5895, -2.9656, 1.5211], [1.1148, -1.7914, 0.9800], [0.1066, -0.8751, 0.8376], [-1.9242, -1.0158, 1.3758], [-1.5451, -3.3715, 2.1219], [1.1361, -3.8653, 1.7242], [2.1318, -1.5685, 0.6878]], "forces_ev_per_a": [[1.3, -1.9, 0.0], [-1.9, 3.9, 6.7], [0.8, -2.0, -4.0], [-2.4, 7.1, -2.8], [1.1, -3.7, 0.7], [-6.2, 2.3, 1.7], [3.5, -1.5, -1.2], [8.6, 2.9, 1.0], [-4.7, -2.2, -1.1], [-0.2, -0.2, -2.6], [0.0, 0.1, 0.3], [0.1, 0.1, 0.2], [0.4, -1.1, -2.2], [0.0, 0.3, 0.6], [-0.1, 0.1, 0.5], [-0.1, -2.8, 0.8], [-2.6, 2.0, -0.1], [1.0, -1.8, 0.5], [-1.2, 3.6, -1.1], [2.8, -4.3, 1.8], [-0.1, 0.1, 0.0], [-0.2, -0.2, 0.2], [0.2, -0.5, 0.1], [0.1, 0.0, -0.1]]}

---

What did the first record say?
{"formula": "C9H8F5N2O", "method": "wB97M-V/def2-TZVPD", "homo_lumo_gap_ev": 9.372, "smiles": "C[C@@H]([NH3+])C(=O)Nc1c(F)c(F)c(F)c(F)c1F", "charge": 1, "lumo_ev": -3.745, "elements": ["O", "F", "F", "F", "F", "F", "C", "C", "C", "C", "C", "C", "C", "N", "C", "C", "N", "H", "H", "H", "H", "H", "H", "H", "H"], "positions_angstrom": [[-2.0649, 0.8659, 2.0616], [4.1029, -2.0300, -1.0932], [2.0229, -3.6157, -1.0355], [4.0044, 0.5406, 0.1187], [-0.2560, -3.0314, 0.2806], [1.4877, 1.3354, 1.3638], [-1.2803, 0.4864, 1.2251], [3.0067, -1.5443, -0.5094], [1.9966, -2.4820, -0.4205], [2.9354, -0.3391, 0.1849], [0.7956, -2.1170, 0.2441], [1.7260, 0.0453, 0.8335], [0.6698, -0.9130, 0.8897], [-0.4541, -0.5726, 1.5896], [-2.2415, 0.3632, -1.2319], [-1.2875, 1.0583, -0.3095], [-1.6560, 2.5591, -0.3459], [-0.4942, -0.7380, 2.5880], [-2.7697, 1.0820, -1.9005], [-3.0506, -0.3340, -0.8234], [-1.5518, -0.1798, -1.9282], [-0.3184, 0.9523, -0.8078], [-1.5751, 2.9332, -1.3453], [-1.1034, 3.0209, 0.3216], [-2.6443, 2.6542, 0.0499]], "forces_ev_per_a": [[-0.3, 1.1, -1.1], [0.1, 1.1, 0.0], [0.5, -1.1, -0.5], [-1.8, -1.5, 0.1], [1.9, 1.6, -0.1], [0.8, -2.6, -1.0], [-0.2, -0.6, 0.3], [0.6, -1.5, 0.6], [-2.6, 1.7, 0.9], [0.3, 2.7, 0.2], [-0.3, -2.0, -0.4], [0.6, -0.2, -0.5], [2.1, 1.2, -0.5], [-1.9, 1.5, -0.6], [-1.0, -1.6, -1.6], [0.3, -0.2, 1.1], [-2.0, -1.6, -0.4], [-0.1, -0.2, 0.0], [0.3, -0.4, 0.5], [1.4, 1.0, -0.2], [-1.2, -0.2, 0.5], [0.1, 0.5, 0.7], [-0.2, -0.4, 1.9], [1.4, 1.4, 0.8], [1.3, -0.1, -0.9]]}

---

Repeat the first record exactly.
{"formula": "C9H8F5N2O", "method": "wB97M-V/def2-TZVPD", "homo_lumo_gap_ev": 9.372, "smiles": "C[C@@H]([NH3+])C(=O)Nc1c(F)c(F)c(F)c(F)c1F", "charge": 1, "lumo_ev": -3.745, "elements": ["O", "F", "F", "F", "F", "F", "C", "C", "C", "C", "C", "C", "C", "N", "C", "C", "N", "H", "H", "H", "H", "H", "H", "H", "H"], "positions_angstrom": [[-2.0649, 0.8659, 2.0616], [4.1029, -2.0300, -1.0932], [2.0229, -3.6157, -1.0355], [4.0044, 0.5406, 0.1187], [-0.2560, -3.0314, 0.2806], [1.4877, 1.3354, 1.3638], [-1.2803, 0.4864, 1.2251], [3.0067, -1.5443, -0.5094], [1.9966, -2.4820, -0.4205], [2.9354, -0.3391, 0.1849], [0.7956, -2.1170, 0.2441], [1.7260, 0.0453, 0.8335], [0.6698, -0.9130, 0.8897], [-0.4541, -0.5726, 1.5896], [-2.2415, 0.3632, -1.2319], [-1.2875, 1.0583, -0.3095], [-1.6560, 2.5591, -0.3459], [-0.4942, -0.7380, 2.5880], [-2.7697, 1.0820, -1.9005], [-3.0506, -0.3340, -0.8234], [-1.5518, -0.1798, -1.9282], [-0.3184, 0.9523, -0.8078], [-1.5751, 2.9332, -1.3453], [-1.1034, 3.0209, 0.3216], [-2.6443, 2.6542, 0.0499]], "forces_ev_per_a": [[-0.3, 1.1, -1.1], [0.1, 1.1, 0.0], [0.5, -1.1, -0.5], [-1.8, -1.5, 0.1], [1.9, 1.6, -0.1], [0.8, -2.6, -1.0], [-0.2, -0.6, 0.3], [0.6, -1.5, 0.6], [-2.6, 1.7, 0.9], [0.3, 2.7, 0.2], [-0.3, -2.0, -0.4], [0.6, -0.2, -0.5], [2.1, 1.2, -0.5], [-1.9, 1.5, -0.6], [-1.0, -1.6, -1.6], [0.3, -0.2, 1.1], [-2.0, -1.6, -0.4], [-0.1, -0.2, 0.0], [0.3, -0.4, 0.5], [1.4, 1.0, -0.2], [-1.2, -0.2, 0.5], [0.1, 0.5, 0.7], [-0.2, -0.4, 1.9], [1.4, 1.4, 0.8], [1.3, -0.1, -0.9]]}